Below is C3H5BrFN as an isolated structure at a distorted geometry, with properties calculated with ωB97M-V/def2-TZVPD.

XYZ file:
```
11
Properties=species:S:1:pos:R:3:mulliken_charge:R:1
C -0.344 0.731 0.616 -0.57
C 0.653 0.480 -0.472 -0.39
C -0.112 -0.850 -0.558 0.24
N -1.205 -0.125 -0.064 -0.46
F 0.415 -1.708 0.348 -0.29
Br 2.591 0.497 -0.053 -0.18
H 0.086 0.263 1.531 0.27
H -0.689 1.671 0.772 0.38
H 0.721 1.091 -1.373 0.34
H -0.213 -1.519 -1.417 0.39
H -1.903 -0.532 0.671 0.27
```

Relative energy (zero: lowest compared OMol25 entry of this formula, charge and spin) in kJ/mol: 8.5
Highest occupied orbital energy in eV: -10.18

=====

Below is C58H114BN6O16TlV as an isolated structure at a distorted geometry, with properties calculated with ωB97M-V/def2-TZVPD.

XYZ file:
```
197
Properties=species:S:1:pos:R:3:mulliken_charge:R:1
Tl 11.352 4.473 -42.524 0.99
O 18.886 11.501 -38.942 -0.39
V 18.887 9.964 -38.816 1.80
O 19.665 9.703 -37.487 -0.40
O 7.829 5.604 -35.827 -0.66
C 8.902 6.041 -36.288 0.58
O 9.748 6.722 -35.573 -0.36
B 10.930 7.132 -36.403 0.87
O 10.751 6.296 -37.678 -0.49
C 9.506 5.772 -37.665 0.74
O 9.159 5.201 -38.681 -0.72
O 10.987 8.567 -36.718 -0.50
C 12.196 9.017 -36.623 0.67
O 12.490 10.187 -36.773 -0.63
C 13.081 7.874 -36.147 0.51
O 12.238 6.815 -35.836 -0.40
O 14.269 7.993 -36.059 -0.59
C 10.007 11.148 -26.244 -1.55
C 10.094 10.524 -27.670 1.15
C 11.274 11.251 -28.520 -1.03
C 11.592 10.550 -29.795 -0.69
C 11.846 9.072 -29.434 -1.26
C 10.837 8.274 -28.613 1.81
N 10.314 9.091 -27.541 0.16
O 9.299 8.413 -26.819 -0.37
C 9.746 7.742 -29.564 -1.73
C 11.549 7.110 -27.942 -2.05
C 8.702 10.713 -28.474 -1.63
H 9.868 10.399 -25.464 0.37
H 9.199 11.822 -25.958 0.34
H 10.910 11.660 -25.910 0.37
H 10.905 12.191 -28.931 0.33
H 12.078 11.532 -27.839 0.47
H 12.421 10.998 -30.342 0.41
H 10.655 10.569 -30.351 0.29
H 12.831 8.911 -28.997 0.48
H 12.097 8.660 -30.412 0.47
H 9.949 6.892 -30.215 0.44
H 8.949 7.234 -29.021 0.45
H 9.289 8.582 -30.086 0.35
H 10.999 6.412 -27.311 0.38
H 12.201 6.511 -28.578 0.41
H 12.250 7.484 -27.197 0.50
H 7.966 10.022 -28.063 0.40
H 8.847 10.458 -29.524 0.37
H 8.308 11.714 -28.298 0.48
H 8.597 8.606 -27.445 0.34
C 6.343 10.406 -43.907 -1.63
C 6.763 9.487 -42.711 1.37
C 6.037 9.859 -41.406 -1.02
C 4.661 9.101 -41.183 -0.75
C 4.786 7.660 -41.431 -1.01
C 5.322 7.362 -42.821 1.22
N 6.624 8.032 -42.969 0.25
O 7.447 7.552 -43.939 -0.39
C 5.368 5.868 -43.182 -1.89
C 4.345 7.831 -43.935 -1.55
C 8.290 9.854 -42.499 -1.74
H 6.332 11.460 -43.630 0.43
H 5.278 10.326 -44.123 0.39
H 6.826 10.222 -44.867 0.35
H 6.672 9.688 -40.536 0.44
H 5.774 10.917 -41.415 0.29
H 4.028 9.746 -41.792 0.34
H 4.465 9.331 -40.136 0.35
H 3.845 7.190 -41.146 0.38
H 5.429 7.149 -40.714 0.43
H 6.181 5.478 -42.570 0.49
H 4.551 5.357 -42.671 0.46
H 5.543 5.623 -44.229 0.30
H 3.928 8.799 -43.653 0.35
H 4.757 7.903 -44.942 0.31
H 3.567 7.075 -44.046 0.46
H 8.456 10.879 -42.167 0.38
H 8.887 9.666 -43.392 0.34
H 8.642 9.314 -41.620 0.44
H 6.925 7.668 -44.736 0.37
C 3.206 9.115 -33.802 -2.01
C 2.047 9.464 -32.876 1.65
C 0.881 10.115 -33.614 -1.12
C -0.384 10.481 -32.785 -0.64
C -0.793 9.126 -32.099 -1.26
C 0.263 8.476 -31.190 1.90
N 1.456 8.301 -32.078 0.30
O 2.526 7.436 -31.714 -0.38
C 0.636 9.120 -29.900 -1.78
C -0.204 7.070 -30.866 -2.00
C 2.645 10.422 -31.762 -1.74
H 3.563 9.947 -34.410 0.43
H 2.834 8.309 -34.435 0.47
H 4.141 8.891 -33.288 0.42
H 1.282 11.041 -34.026 0.35
H 0.554 9.420 -34.388 0.36
H -1.123 10.911 -33.462 0.41
H -0.300 11.239 -32.007 0.34
H -0.999 8.429 -32.912 0.42
H -1.713 9.348 -31.559 0.41
H 0.068 8.793 -29.029 0.46
H 1.627 8.808 -29.572 0.38
H 0.482 10.198 -29.944 0.30
H -1.149 7.024 -30.324 0.44
H -0.295 6.439 -31.751 0.41
H 0.448 6.479 -30.223 0.43
H 3.090 9.943 -30.889 0.42
H 2.030 11.076 -31.144 0.34
H 3.411 11.105 -32.127 0.42
H 2.554 6.828 -32.456 0.35
C 12.050 0.005 -38.972 -1.90
C 10.876 -0.959 -39.078 1.55
C 10.174 -0.930 -37.582 -0.96
C 8.924 -1.798 -37.577 -0.75
C 7.913 -1.362 -38.634 -1.12
C 8.577 -1.384 -40.024 1.16
N 9.848 -0.619 -40.047 0.19
O 10.338 -0.290 -41.297 -0.36
C 8.806 -2.811 -40.553 -1.36
C 7.543 -0.667 -40.892 -1.81
C 11.565 -2.387 -39.099 -1.65
H 12.856 -0.188 -38.264 0.41
H 12.543 0.036 -39.944 0.40
H 11.706 1.031 -38.848 0.42
H 10.737 -1.509 -36.850 0.29
H 10.274 0.066 -37.150 0.43
H 9.074 -2.870 -37.700 0.26
H 8.348 -1.849 -36.653 0.47
H 7.519 -0.380 -38.370 0.44
H 7.061 -2.019 -38.459 0.34
H 9.658 -2.907 -41.227 0.18
H 7.937 -3.075 -41.155 0.48
H 8.870 -3.552 -39.756 0.31
H 7.902 -0.434 -41.894 0.39
H 7.183 0.290 -40.516 0.37
H 6.634 -1.219 -41.132 0.42
H 11.621 -2.675 -40.149 0.33
H 12.573 -2.385 -38.684 0.42
H 10.968 -3.164 -38.623 0.30
H 10.248 -1.142 -41.728 0.41
C 20.688 0.797 -32.049 -1.61
C 19.470 0.946 -31.191 1.26
C 19.790 2.153 -30.153 -1.29
C 19.482 3.526 -30.769 -0.69
C 17.999 3.627 -31.174 -0.97
C 17.760 2.663 -32.300 1.39
N 18.222 1.291 -31.870 0.47
O 17.752 0.244 -32.635 -0.39
C 16.191 2.544 -32.466 -1.72
C 18.472 3.083 -33.610 -1.75
C 19.277 -0.295 -30.236 -1.83
H 21.337 0.002 -31.682 0.42
H 21.261 1.701 -31.839 0.38
H 20.367 0.615 -33.075 0.29
H 19.279 2.033 -29.198 0.41
H 20.870 2.191 -30.007 0.45
H 20.178 3.679 -31.594 0.32
H 19.757 4.241 -29.993 0.40
H 17.813 4.640 -31.532 0.51
H 17.431 3.393 -30.274 0.37
H 15.658 3.471 -32.256 0.36
H 15.787 2.151 -33.400 0.33
H 15.994 1.815 -31.680 0.40
H 18.219 4.089 -33.945 0.37
H 19.553 3.018 -33.491 0.39
H 18.402 2.337 -34.402 0.43
H 18.412 -0.167 -29.586 0.46
H 20.179 -0.413 -29.635 0.45
H 18.975 -1.226 -30.716 0.39
H 17.022 -0.059 -32.090 0.36
C -0.031 3.855 -36.666 -2.27
C 0.011 2.316 -36.498 1.63
C -1.284 1.911 -35.555 -1.23
C -1.600 0.378 -35.446 -0.50
C -1.994 0.140 -36.959 -1.36
C -0.811 0.308 -37.956 0.97
N -0.227 1.649 -37.757 0.65
O 0.591 2.106 -38.824 -0.40
C 0.275 -0.709 -37.571 -1.50
C -1.501 0.143 -39.377 -1.63
C 1.301 1.924 -35.774 -1.75
H 0.088 4.435 -35.752 0.49
H -1.001 4.232 -36.992 0.40
H 0.827 4.204 -37.240 0.57
H -0.987 2.149 -34.534 0.42
H -2.094 2.528 -35.943 0.46
H -2.472 0.257 -34.804 0.40
H -0.699 -0.172 -35.175 0.27
H -2.716 0.813 -37.423 0.53
H -2.383 -0.852 -37.190 0.46
H 1.262 -0.627 -38.026 0.36
H 0.587 -0.612 -36.531 0.31
H -0.024 -1.731 -37.805 0.39
H -0.599 0.196 -39.987 0.44
H -1.896 -0.871 -39.443 0.40
H -2.210 0.956 -39.533 0.39
H 1.777 2.855 -35.468 0.50
H 2.052 1.595 -36.492 0.38
H 1.229 1.230 -34.937 0.32
H 0.000 2.834 -39.029 0.37
```

Relative energy (zero: lowest compared OMol25 entry of this formula, charge and spin) in kJ/mol: 748.4
Highest occupied orbital energy in eV: -11.89
Net charge: +3

=====

Below is one molecule with the formula C2H7N2OPS at a distorted geometry, with properties calculated with ωB97M-V/def2-TZVPD.

XYZ file:
```
14
Properties=species:S:1:pos:R:3:mulliken_charge:R:1
N 0.881 0.028 -2.332 -0.62
P 0.541 0.661 -0.800 0.74
O 0.377 2.303 -1.150 -0.72
N -0.882 0.141 -0.285 -0.28
C -1.133 -0.513 0.962 -0.53
C 0.100 -0.360 1.839 -0.63
S 1.629 -0.186 0.781 -0.23
H 1.681 -0.610 -2.392 0.27
H 1.189 0.840 -2.853 0.30
H -1.535 -0.011 -1.075 0.29
H -1.363 -1.490 0.876 0.39
H -1.875 -0.141 1.600 0.30
H 0.097 0.565 2.360 0.34
H 0.292 -1.228 2.469 0.38
```

Relative energy (zero: lowest compared OMol25 entry of this formula, charge and spin) in kJ/mol: 173.1
Highest occupied orbital energy in eV: -8.89

=====

Below is C4H7NO3 as an isolated structure at a distorted geometry, with properties calculated with ωB97M-V/def2-TZVPD.

XYZ file:
```
15
Properties=species:S:1:pos:R:3:mulliken_charge:R:1
C -0.804 0.036 0.314 0.30
C -0.354 -0.755 -0.934 -0.14
C 0.811 -0.611 -1.768 -0.50
C -0.218 1.348 0.625 0.40
H 0.843 -0.737 1.647 0.27
H -0.851 -1.680 1.665 0.25
H -1.876 0.051 0.017 0.27
H -0.737 -1.712 -1.063 0.51
H 1.434 0.254 -1.369 0.21
H 1.273 -1.527 -2.191 0.29
H 1.146 2.329 1.816 0.43
N -0.286 -0.797 1.495 -0.59
O -0.577 0.018 -2.105 -0.46
O 1.078 1.360 1.016 -0.60
O -0.881 2.423 0.835 -0.63
```

Relative energy (zero: lowest compared OMol25 entry of this formula, charge and spin) in kJ/mol: 544.5
Highest occupied orbital energy in eV: -9.31

=====

Gap between HOMO and LUMO (computed, eV): 11.07; 0.87; 9.45; 9.40
E_LUMO (computed, eV): 0.89; -11.02; 0.56; 0.09
Molar mass (computed, g mol⁻¹): 154.0; 1417.7; 138.1; 117.1